Record 1
Molecular formula: C24H40HgO12
Method: DFT, ωB97M-V/def2-TZVPD

```
77
Properties=species:S:1:pos:R:3:forces:R:3
Hg 10.05305 -29.02112 25.45435 -0.624 -0.318 0.196
C 12.62192 -25.15495 25.92664 -0.825 -1.262 0.057
C 11.26894 -25.60314 25.28511 -0.817 0.480 0.733
O 10.92980 -26.92924 25.23626 0.895 -0.572 -0.247
H 13.41874 -25.64612 25.36494 0.345 0.326 0.147
H 12.65740 -25.49084 26.96799 0.122 -0.111 -0.037
H 12.68707 -24.06800 25.95923 0.171 0.051 -0.381
H 11.25839 -25.10116 24.30416 -0.100 -0.138 -0.349
H 10.50518 -25.06620 25.87727 -0.160 0.401 -0.020
C 9.04124 -32.09516 23.36339 -0.091 -0.320 -0.612
C 9.39363 -32.38185 24.82430 0.323 1.296 -0.364
O 9.61860 -31.25733 25.60594 -0.218 1.155 0.525
H 9.65172 -31.28437 22.96434 0.030 -0.025 0.245
H 7.98435 -31.86023 23.19069 0.000 0.166 0.179
H 9.25679 -32.96505 22.73066 -0.069 -0.133 0.110
H 10.31768 -32.97615 24.76347 -0.085 -0.354 0.322
H 8.57213 -32.94488 25.28831 0.123 -0.467 -0.075
O 11.63865 -29.67536 23.78257 0.235 -0.108 -0.571
C 12.30026 -29.30501 22.85986 0.253 -0.418 0.543
O 12.36525 -30.04908 21.72871 -0.321 -0.563 -0.584
C 13.28262 -29.49694 20.78809 0.794 1.490 0.542
C 13.40486 -28.05509 21.25221 -1.018 1.044 -0.181
C 13.28153 -28.18002 22.76134 0.579 0.118 -0.399
H 12.92061 -29.53322 19.76545 -0.090 -0.589 0.072
H 14.29134 -29.89838 20.92293 -0.277 -0.766 -0.300
H 12.49158 -27.51570 20.96822 0.055 -0.035 -0.301
H 14.21805 -27.46235 20.83753 0.312 -0.341 0.201
H 12.99280 -27.25921 23.25867 -0.174 -0.247 0.303
H 14.19923 -28.59880 23.19135 0.049 0.249 0.174
O 8.77056 -29.09637 23.41077 -0.360 0.091 -0.636
C 8.13256 -29.08450 22.40077 1.126 -0.045 -0.498
O 6.94861 -28.47720 22.32363 -1.413 0.549 0.389
C 6.38461 -28.53130 21.01719 -0.186 -0.851 -1.095
C 7.60751 -28.80951 20.13860 -0.910 0.950 -1.163
C 8.53222 -29.61191 21.01872 -0.613 0.538 0.064
H 5.86120 -27.63433 20.68660 0.459 0.526 0.714
H 5.58361 -29.27166 20.91580 0.363 -0.512 0.556
H 7.90588 -27.79364 19.86189 0.947 -0.211 0.226
H 7.37506 -29.26107 19.17283 -0.166 -0.299 0.208
H 9.58297 -29.45915 20.79383 0.084 -0.253 0.295
H 8.23477 -30.65726 20.92639 0.374 -0.138 0.243
O 7.41177 -28.58306 25.86122 0.214 0.641 0.095
C 6.52163 -29.30852 26.16861 -0.599 -0.295 -0.213
O 6.04921 -29.37985 27.43518 0.048 0.129 0.352
C 4.90859 -30.24421 27.49579 0.146 0.241 -0.184
C 5.07365 -31.15463 26.28627 -1.049 -1.499 -0.064
C 5.83128 -30.34436 25.26383 0.741 0.961 0.708
H 4.02134 -29.60560 27.46346 -0.077 -0.075 -0.348
H 4.83947 -30.76691 28.44811 0.527 -0.025 0.010
H 4.07829 -31.50533 25.99804 0.033 0.283 -0.449
H 5.56928 -32.09954 26.51581 0.416 0.294 0.336
H 5.19371 -29.90037 24.50145 0.123 0.293 0.071
H 6.74145 -30.72641 24.79401 -0.451 -0.845 -0.149
O 11.94728 -29.42332 26.71194 1.075 0.145 0.443
C 12.73584 -29.32930 27.60706 -0.136 -1.273 -0.371
O 12.84757 -30.36384 28.48709 -0.112 0.265 -0.174
C 13.70192 -30.03326 29.54864 1.361 0.266 1.140
C 14.11159 -28.55415 29.37789 -0.162 0.024 -0.120
C 13.70392 -28.22908 27.94780 -1.290 0.475 0.231
H 14.60398 -30.65314 29.60429 -0.205 -0.277 -0.615
H 13.21845 -30.20886 30.51202 -0.372 0.109 -0.226
H 15.17089 -28.35450 29.52254 -0.039 -0.188 0.324
H 13.51393 -27.97644 30.08205 0.201 0.266 -0.082
H 14.48630 -28.11237 27.20214 0.079 -0.270 0.042
H 13.06894 -27.34184 27.89273 0.325 0.151 -0.054
O 9.61917 -28.05655 27.82830 0.179 -0.156 0.015
C 9.79564 -27.04266 28.43047 -0.905 -0.299 -0.080
O 10.72944 -26.97479 29.40957 0.209 -0.348 0.682
C 10.65022 -25.73836 30.12176 0.384 0.774 -0.989
C 9.92976 -24.83738 29.13457 -0.942 1.221 -0.119
C 8.99150 -25.74381 28.35524 1.123 -1.238 0.301
H 11.66929 -25.37551 30.25443 0.008 -0.160 0.266
H 10.14888 -25.76892 31.09003 -0.083 -0.650 -0.081
H 10.64296 -24.39375 28.43874 0.006 0.083 0.073
H 9.36399 -24.04974 29.63644 0.296 0.154 -0.022
H 8.82116 -25.52845 27.30455 -0.082 0.230 0.078
H 8.05691 -25.97523 28.86893 -0.112 0.235 -0.059
```
Positions in Å, forces in eV/Å.

Values from the calculation:
E_HOMO = -6.7 eV
net charge = 0
total energy = -54277.997 eV
LUMO energy = 0.69 eV
HOMO-LUMO gap = 7.4 eV
energy relative to the best compared isomer or geometry (same formula, charge and spin) = 0.000 eV
multiplicity = 1

Here are the Löwdin charges for atoms 1 to 2, given in e: 1.224 -0.098


Record 2
Molecular formula: C23H50F3IN5O3S
Method: DFT, ωB97M-V/def2-TZVPD

```
86
Properties=species:S:1:pos:R:3:forces:R:3
C 2.27194 -3.71693 1.29558 -1.336 -1.044 -3.656
C 1.74202 -4.01861 -0.06105 3.058 0.139 3.244
N 0.30704 -3.90449 -0.52182 1.111 4.069 -0.859
C 0.01532 -2.60786 -1.24360 -0.812 -0.708 1.373
N 0.78429 -2.23412 -2.32681 -0.999 -0.087 1.090
C 0.59936 -0.99418 -3.17230 0.715 2.212 -2.921
F 1.39613 -1.21701 -4.43685 -2.811 0.483 4.740
F 1.22437 0.23430 -2.55298 -2.791 -4.691 -2.023
F -0.79855 -0.75473 -3.62854 5.271 -0.822 2.232
N -1.17911 -1.73607 -0.80144 1.930 -2.969 -0.342
C -1.07558 -1.45990 0.68024 1.933 0.825 2.032
C -1.54113 0.09092 1.10051 -0.614 0.356 -1.074
C -1.44420 1.03350 -0.25652 0.932 -1.382 0.481
I -1.64626 3.20483 0.21642 -0.026 -1.536 -0.273
C -2.39366 -2.55259 -1.17529 -2.264 0.045 -2.081
C -3.76836 -2.18279 -0.36470 -0.665 -0.820 -0.238
C -4.07628 -3.34214 0.78257 0.402 -0.480 -0.322
C -5.30932 -4.31563 0.23503 2.051 0.765 -0.846
S -6.91597 -3.42647 0.60947 -6.268 -2.046 4.709
O -6.86622 -2.98591 2.09283 0.870 -0.690 -5.684
O -8.15271 -4.35899 0.38525 5.184 3.215 -0.312
O -7.18921 -2.03385 -0.34676 1.269 -2.311 -0.439
H 3.44135 -3.87003 1.47718 -2.960 0.293 -0.519
H 1.60088 -3.40115 2.20316 1.350 -0.593 -2.033
H 2.51990 -4.44295 -0.85938 -2.050 1.073 1.797
H -0.38544 -4.12396 0.22681 0.645 0.679 -0.839
H 1.59146 -2.87364 -2.59770 -1.335 1.270 0.212
H 0.08918 -1.49276 0.94081 -2.430 0.048 -0.519
H -1.57842 -2.25445 1.37579 0.714 1.377 -1.458
H -2.65896 0.08115 1.50939 2.567 0.095 -0.750
H -0.80444 0.55527 1.88374 -1.541 -1.206 -1.340
H -2.23769 0.68878 -1.04802 1.723 0.985 1.476
H -0.32248 0.92492 -0.63473 -2.658 0.307 0.474
H -2.25626 -3.71292 -1.11810 -0.055 2.064 0.114
H -2.61240 -2.30956 -2.32371 0.625 -0.572 2.432
H -3.83452 -1.08677 0.03867 0.382 -2.175 -0.739
H -4.65753 -2.29097 -1.15405 2.127 0.440 1.648
H -3.14230 -4.07626 0.89944 -1.915 1.609 -0.336
H -4.26823 -2.90017 1.84895 -0.020 -0.887 -2.155
H -5.21239 -5.38603 0.70050 -1.027 2.257 -0.585
H -5.20749 -4.42330 -0.93725 -0.348 0.203 2.365
H -7.32897 -2.28429 -1.32451 0.061 0.139 2.052
C 4.97442 4.89103 -5.88551 0.020 -0.025 0.025
C 4.10031 3.74948 -6.39982 0.252 -0.012 0.128
N 4.34764 2.47167 -5.72664 -0.005 -0.427 -0.092
C 3.74613 1.32591 -6.41604 0.315 0.129 -0.082
C 2.22548 1.27918 -6.51164 -0.317 -0.166 -0.045
C 4.21202 2.46804 -4.26944 0.261 0.253 -0.081
C 2.87558 2.91233 -3.68100 -0.239 -0.038 0.240
H 6.03598 4.62339 -5.92440 -0.179 -0.022 0.041
H 4.83105 5.77889 -6.51114 -0.026 -0.154 0.103
H 4.72034 5.16873 -4.86015 0.056 0.003 -0.033
H 4.32494 3.63598 -7.46851 -0.110 -0.275 0.188
H 3.04817 4.04775 -6.33029 -0.123 0.109 -0.048
H 4.09963 0.39556 -5.95060 0.032 0.232 0.113
H 4.14988 1.29480 -7.43589 0.019 0.178 0.118
H 1.76765 1.02745 -5.55320 -0.010 0.150 -0.077
H 1.92622 0.49907 -7.22009 0.028 0.075 0.039
H 1.80108 2.22130 -6.86833 0.056 -0.075 0.061
H 4.99446 3.11079 -3.85067 -0.051 0.023 -0.162
H 4.45155 1.46941 -3.88155 -0.025 0.014 -0.314
H 2.50396 3.83576 -4.13260 0.047 -0.086 0.007
H 2.99340 3.10074 -2.60858 0.000 0.016 -0.073
H 2.11050 2.14043 -3.78454 0.007 0.197 -0.097
C -0.33365 -0.70396 4.73900 -0.075 0.014 0.079
C 0.27532 0.68624 4.90695 -0.328 0.086 0.202
N -0.58378 1.61848 5.64182 -0.076 0.220 -0.233
C -0.14918 3.01487 5.53674 -0.150 0.014 -0.226
C 1.20357 3.37963 6.13733 0.185 0.230 0.160
C -1.01183 1.19403 6.97540 -0.154 -0.285 -0.065
C 0.07357 0.85343 7.99306 0.071 0.037 0.316
H -1.33021 -0.64624 4.28778 0.054 0.054 0.134
H 0.29747 -1.30801 4.07786 0.041 0.044 0.072
H -0.41030 -1.23306 5.69148 -0.049 0.006 -0.089
H 0.44416 1.08165 3.89671 -0.017 0.278 0.211
H 1.26151 0.58865 5.37460 0.168 -0.093 -0.044
H -0.91725 3.66807 5.97327 0.040 -0.309 0.015
H -0.13026 3.28406 4.47313 -0.022 -0.197 0.014
H 1.16854 3.40319 7.22812 0.078 -0.064 -0.099
H 1.49244 4.38370 5.80807 -0.037 -0.118 0.021
H 1.99658 2.69521 5.82488 -0.065 0.031 0.043
H -1.65719 0.31539 6.86488 0.076 0.029 -0.123
H -1.67194 1.95677 7.40849 0.186 0.041 -0.300
H 0.85021 0.20584 7.57805 -0.035 0.053 0.000
H -0.37358 0.32149 8.83957 0.043 0.049 -0.098
H 0.54623 1.75076 8.39715 0.061 -0.144 -0.077
```
Positions in Å, forces in eV/Å.

Values from the calculation:
E_HOMO = -9.8 eV
net charge = +1
total energy = -65325.878 eV
LUMO energy = -5.28 eV
HOMO-LUMO gap = 4.5 eV
multiplicity = 1

Here are the Löwdin charges for atoms 1 to 2, given in e: 0.048 -0.171


Record 3
Molecular formula: C2H2Cl3NS
Method: DFT, ωB97M-V/def2-TZVPD

```
9
Properties=species:S:1:pos:R:3:forces:R:3
C 0.25164 -0.08772 -0.77232 3.350 -1.638 1.676
C 4.16466 0.01332 -0.09158 -1.524 0.619 1.775
N 1.03813 -1.02592 -0.33672 -2.934 2.172 -1.886
S 2.25160 -1.91380 -0.23685 2.330 0.241 0.730
Cl 5.30657 -0.61442 1.03651 0.346 -0.314 -0.336
Cl 3.43704 1.51958 0.63448 -0.182 -0.971 -0.146
Cl 4.61663 0.40224 -1.64847 0.821 -0.267 -1.450
H 0.61296 0.90680 -0.96015 0.155 0.316 -0.164
H -0.74248 -0.34726 -0.77781 -2.363 -0.159 -0.199
```
Positions in Å, forces in eV/Å.

Values from the calculation:
E_HOMO (spin up / spin down) = -8.2 / -8.6 eV
net charge = 0
total energy = -51995.166 eV
LUMO energy (spin up / spin down) = -1.03 / -0.71 eV
HOMO-LUMO gap (spin up / spin down) = 7.2 / 7.9 eV
energy relative to the best compared isomer or geometry (same formula, charge and spin) = 3.306 eV
multiplicity = 1

Here are the natural (NBO) charges for atoms 1 to 2, given in e: -0.108 -0.276